No. 1
{"formula": "C17H33BHfN6Si2", "method": "ωB97M-V/def2-TZVPD", "symbols": ["H", "N", "B", "N", "C", "Hf", "H", "C", "H", "C", "H", "C", "H", "H", "H", "N", "N", "N", "N", "C", "C", "H", "H", "C", "C", "C", "C", "H", "H", "H", "H", "H", "C", "Si", "C", "C", "C", "Si", "C", "C", "C", "H", "H", "H", "H", "H", "H", "H", "H", "H", "H", "H", "H", "H", "H", "H", "H", "H", "H", "H"], "coordinates": [[1.750148, -0.176749, 2.122175], [0.590864, -1.497444, 0.859230], [-0.578927, -3.512213, -0.124488], [0.262390, -2.836730, 0.986394], [0.703500, -3.327487, 2.169933], [-0.175183, -0.359900, -1.171393], [0.380986, -4.324049, 2.446848], [1.401872, -2.286896, 2.818115], [1.832623, -2.291986, 3.815218], [1.331487, -1.190246, 1.952453], [-0.776517, -4.674167, 0.055466], [-0.978277, 0.186939, -3.066909], [-0.772196, 1.233258, -3.339126], [-2.062900, 0.127031, -3.070171], [-0.660043, -0.441186, -3.896761], [0.367071, -3.337691, -1.398558], [-1.934214, -2.811571, -0.359501], [0.685712, -2.051123, -1.863602], [-1.962158, -1.447539, -0.689320], [0.999463, -4.250715, -2.137938], [-3.193369, -3.258964, -0.216472], [0.755217, -5.299909, -1.983008], [-3.379713, -4.289034, 0.068651], [1.732313, -3.585298, -3.120108], [-4.079528, -2.216417, -0.537190], [1.503033, -2.226650, -2.959326], [-3.278934, -1.106486, -0.830707], [2.290309, -4.070701, -3.884086], [-5.154946, -2.242748, -0.571867], [1.864547, -1.372054, -3.524254], [-3.566552, -0.081393, -1.079788], [0.731442, 0.528496, 0.187752], [2.323121, 2.723650, 1.812790], [1.920268, 2.290484, 0.057852], [2.054827, 3.803739, -1.021651], [3.254134, 1.106344, -0.615829], [0.126673, 1.734278, -0.192397], [-1.045839, 2.178220, 1.188203], [-1.141657, 4.049505, 1.465295], [-2.810828, 1.649956, 0.830315], [-0.629732, 1.426737, 2.857508], [3.339465, 3.134758, 1.782727], [2.358165, 1.857151, 2.476825], [1.707319, 3.486651, 2.303732], [3.095922, 4.144783, -0.993294], [1.833551, 3.548869, -2.064789], [1.433331, 4.670326, -0.759235], [3.234324, 0.118549, -0.131396], [3.166549, 0.908021, -1.702005], [4.257303, 1.544174, -0.415760], [-0.266048, 2.321664, -1.062486], [-1.488997, 4.573517, 0.564588], [-1.883277, 4.258050, 2.250739], [-0.199440, 4.510598, 1.784175], [-2.968048, 0.598200, 1.099779], [-3.515533, 2.254562, 1.422052], [-3.065598, 1.774873, -0.229897], [-0.585810, 0.333138, 2.802756], [0.309958, 1.795926, 3.283660], [-1.443623, 1.694903, 3.548082]], "forces_ev_per_angstrom": [[-0.42, -0.92, -0.26], [0.56, -0.42, 0.26], [0.76, -0.23, -0.28], [-0.44, 0.70, 0.64], [-0.12, 1.58, -0.60], [-2.74, -1.27, -0.56], [0.44, 0.12, 0.14], [-0.30, -0.35, -0.16], [0.00, -0.14, -0.40], [-0.34, -0.23, 0.27], [0.14, 0.06, 0.13], [-0.09, 0.82, -0.79], [0.13, -0.06, -0.13], [-0.35, -0.06, 0.03], [0.08, -0.02, -0.17], [-0.16, 0.91, -0.08], [-0.06, 1.32, 0.25], [1.28, -3.11, -1.31], [-0.91, -0.95, -0.01], [-0.96, 0.95, 0.17], [0.37, 0.83, -0.62], [0.44, 0.26, -0.02], [0.03, 0.23, -0.10], [-0.05, 0.41, -0.25], [0.65, 0.46, -0.04], [-0.26, -0.94, 0.90], [0.18, -0.97, 0.41], [0.39, -0.07, -0.39], [0.01, -0.10, 0.09], [-0.04, -0.27, 0.07], [0.09, -0.67, -0.01], [-1.34, 3.83, -0.15], [0.19, -0.13, 0.44], [1.71, 2.45, -0.33], [0.09, 0.20, -0.13], [-0.57, -0.50, 0.07], [2.17, -2.16, 2.52], [-1.41, 1.23, 2.58], [0.27, -0.01, -0.57], [0.11, -0.32, -0.37], [0.25, -0.24, -0.26], [-0.03, -0.09, -0.02], [0.10, 0.08, 0.05], [-0.01, -0.22, -0.32], [-0.09, 0.01, -0.07], [0.06, 0.04, 0.03], [0.03, -0.30, 0.12], [0.15, 0.11, 0.04], [0.11, 0.30, 0.33], [-0.68, -0.18, -0.17], [0.56, -1.76, -0.73], [0.09, 0.01, 0.16], [0.15, -0.28, -0.18], [-0.17, -0.11, -0.13], [-0.05, 0.21, 0.00], [0.32, -0.13, -0.19], [-0.16, 0.11, 0.15], [-0.06, 0.13, 0.19], [-0.27, -0.10, -0.04], [0.19, -0.04, -0.24]], "lowdin_charge": [0.105, -0.067, -0.456, -0.029, 0.008, 1.625, 0.143, -0.005, 0.119, -0.136, 0.131, -0.258, 0.021, 0.005, 0.014, 0.012, 0.003, -0.158, -0.099, 0.009, 0.012, 0.156, 0.151, 0.001, 0.014, -0.064, -0.101, 0.116, 0.120, 0.130, 0.110, 0.062, -0.162, 0.393, -0.165, -0.161, -0.423, 0.421, -0.149, -0.177, -0.156, 0.063, 0.025, 0.044, 0.054, 0.044, 0.052, 0.023, 0.040, 0.071, 0.100, 0.047, 0.057, 0.031, 0.026, 0.065, 0.030, 0.019, 0.029, 0.064], "total_charge": 2, "energy_ha": -1647.47658, "relative_energy_kcal_mol": 0.0, "homo_lumo_gap_ev": 7.6, "lumo_energy_ev": -7.86, "e_homo_ev": -15.5}

No. 2
{"formula": "C5H7NO", "method": "ωB97M-V/def2-TZVPD", "symbols": ["O", "C", "C", "C", "C", "C", "N", "H", "H", "H", "H", "H", "H", "H"], "coordinates": [[-1.161454, 1.528782, -0.664860], [-0.275910, 1.057470, 0.317348], [-0.543116, -0.253431, 1.030046], [-0.001395, -1.362306, 0.195876], [0.483947, -0.759740, -1.103619], [0.987052, 0.352374, -0.173361], [0.915781, -0.578762, 1.054547], [-1.911834, 1.928262, -0.207446], [-0.005608, 1.845231, 1.033205], [-1.209226, -0.426532, 1.871036], [-0.203177, -2.406633, 0.415017], [-0.291989, -0.489040, -1.823092], [1.291371, -1.311049, -1.590063], [1.925558, 0.875374, -0.354634]], "forces_ev_per_angstrom": [[-0.19, 0.15, 0.07], [0.22, -0.11, 0.24], [-0.36, 0.01, 0.21], [-0.21, -0.37, -0.13], [-0.03, -0.07, -0.05], [0.32, 0.32, -0.19], [0.23, -0.03, 0.00], [0.09, -0.01, -0.20], [-0.10, -0.16, -0.03], [0.25, -0.01, -0.03], [-0.11, 0.19, 0.01], [0.21, 0.02, -0.04], [-0.08, -0.01, 0.23], [-0.25, 0.07, -0.07]], "lowdin_charge": [-0.006, -0.316, -0.164, -0.214, -0.071, -0.189, 0.082, 0.099, 0.154, 0.134, 0.133, 0.107, 0.112, 0.139], "total_charge": 0, "energy_ha": -324.61571, "relative_energy_kcal_mol": 68.2, "homo_lumo_gap_ev": 10.4, "lumo_energy_ev": 0.81, "e_homo_ev": -9.6}

No. 3
{"formula": "C11H13FO2Se", "method": "ωB97M-V/def2-TZVPD", "symbols": ["C", "O", "C", "O", "C", "C", "C", "F", "Se", "C", "C", "C", "C", "C", "C", "H", "H", "H", "H", "H", "H", "H", "H", "H", "H", "H", "H", "H"], "coordinates": [[4.745986, 0.896049, 0.367387], [3.539355, 0.225711, 0.361131], [2.499966, 1.078508, 0.147091], [2.575837, 2.274333, 0.150754], [1.153678, 0.309150, -0.283319], [1.391228, -0.131383, -1.734257], [0.666551, -0.874932, 0.525984], [0.518904, -0.465008, 1.794848], [-0.194802, 1.840592, -0.214174], [-1.960084, 1.141480, 0.211482], [-2.684245, 1.899239, 1.116567], [-4.017724, 1.562853, 1.345565], [-4.608653, 0.579560, 0.587644], [-3.894433, -0.107723, -0.382923], [-2.542312, 0.177080, -0.565286], [4.814071, 1.540865, 1.247220], [4.806465, 1.461722, -0.504423], [5.521347, 0.173771, 0.510825], [0.393226, 0.013811, -2.159929], [2.219538, 0.534627, -2.225027], [1.600819, -1.132064, -1.548935], [-0.313931, -1.054092, 0.205267], [1.350171, -1.739156, 0.395205], [-2.261384, 2.585391, 1.777528], [-4.509897, 2.182350, 2.101533], [-5.594545, 0.119953, 0.894505], [-4.455232, -0.853111, -0.899104], [-2.083710, -0.498098, -1.331289]], "forces_ev_per_angstrom": [[1.10, 0.21, 2.19], [-2.48, -0.24, -0.31], [-1.66, -1.49, 0.17], [0.44, -0.36, -0.08], [0.96, 2.08, 0.33], [-0.13, 3.04, 0.25], [1.53, 1.07, -0.81], [0.31, -0.15, 2.11], [0.32, 0.02, 0.30], [1.82, 0.79, -0.62], [-1.22, -1.82, -0.30], [0.49, 1.17, 0.11], [-1.57, -1.40, 0.90], [0.10, 0.77, 1.00], [-1.38, -2.02, -1.34], [-0.09, 0.29, -0.18], [0.68, 1.02, -1.46], [0.47, -0.54, -0.44], [0.61, -0.31, -0.80], [-1.70, -1.65, 0.59], [1.01, -2.02, -1.06], [-1.38, -1.02, -0.94], [-0.37, 0.34, 0.48], [1.01, 1.18, 0.54], [-0.27, -0.66, -0.21], [0.88, 1.11, -0.61], [0.21, -0.59, -0.58], [0.29, 1.20, 0.75]], "lowdin_charge": [-0.073, -0.022, -0.498, 0.066, -0.553, -0.066, -0.242, -0.003, 1.147, -0.520, -0.125, -0.085, -0.105, -0.089, -0.134, 0.107, 0.082, 0.094, 0.063, 0.142, 0.048, 0.087, 0.146, 0.082, 0.111, 0.123, 0.095, 0.121], "total_charge": 0, "energy_ha": -3078.66376, "relative_energy_kcal_mol": 0.0, "homo_lumo_gap_ev": 8.9, "lumo_energy_ev": 0.76, "e_homo_ev": -8.2}

No. 4
{"formula": "C36H39BaBr2ClN2O8P2", "method": "ωB97M-V/def2-TZVPD", "symbols": ["Ba", "Br", "C", "Br", "H", "H", "N", "C", "C", "C", "O", "O", "H", "H", "H", "H", "H", "H", "O", "P", "C", "P", "O", "C", "C", "C", "C", "C", "C", "C", "C", "C", "C", "C", "C", "C", "C", "C", "C", "C", "C", "C", "C", "C", "C", "C", "C", "H", "H", "H", "H", "H", "H", "H", "H", "H", "H", "H", "H", "H", "H", "H", "H", "H", "H", "H", "H", "H", "H", "N", "C", "C", "C", "C", "C", "C", "H", "H", "H", "H", "H", "H", "H", "O", "Cl", "O", "O", "O", "C", "H", "H"], "coordinates": [[0.128024, -0.149562, -0.085819], [2.809994, -0.623652, 1.674470], [3.488041, -1.548597, -0.079796], [1.271230, 2.167316, -1.996257], [2.543949, -1.570570, -0.659326], [4.008370, -0.675653, -0.505005], [-0.174103, -0.284505, -4.458845], [0.981375, -1.188228, -4.405895], [0.520159, -2.617757, -4.209077], [-0.004642, -2.927137, -2.810425], [-0.538169, -4.042752, -2.618600], [0.066767, -2.010414, -1.939669], [0.159832, 0.667467, -4.327688], [-0.719484, -0.450889, -3.615717], [1.683787, -0.926064, -3.606217], [1.519876, -1.113465, -5.356492], [1.336460, -3.321055, -4.396768], [-0.276951, -2.860350, -4.918634], [-0.972533, -2.097142, 1.568977], [-2.023795, -3.076977, 1.183690], [-2.526295, -2.971427, -0.542489], [-3.232274, -1.451783, -1.215995], [-2.458518, -0.201904, -0.965405], [-3.425257, -1.788663, -2.977051], [-3.333358, -3.047510, -3.561289], [-3.479212, -3.182441, -4.935402], [-3.704807, -2.066410, -5.725754], [-3.772537, -0.805093, -5.149213], [-3.630457, -0.665199, -3.779342], [-4.915107, -1.353350, -0.556945], [-5.160090, -0.399450, 0.426343], [-6.427919, -0.294904, 0.981363], [-7.446364, -1.133360, 0.551669], [-7.205006, -2.078345, -0.439072], [-5.940329, -2.185742, -0.996090], [-1.541275, -4.817676, 1.322266], [-0.784668, -5.414538, 0.313954], [-0.339940, -6.720012, 0.474306], [-0.639856, -7.428887, 1.628828], [-1.388550, -6.833653, 2.635641], [-1.833474, -5.529292, 2.485538], [-3.491269, -2.914642, 2.229727], [-3.435764, -1.995975, 3.272150], [-4.533608, -1.830103, 4.108125], [-5.678283, -2.583216, 3.905497], [-5.735332, -3.505145, 2.865170], [-4.645079, -3.669665, 2.029846], [-3.177334, -3.817042, -0.777983], [-1.590432, -3.106228, -1.115041], [-3.082191, -3.917365, -2.971575], [-3.378290, -4.160767, -5.387594], [-3.795314, -2.174374, -6.799666], [-3.905620, 0.071532, -5.769639], [-3.640965, 0.318221, -3.323574], [-4.363550, 0.271153, 0.731012], [-6.615276, 0.450217, 1.743918], [-8.436063, -1.046346, 0.984490], [-8.005209, -2.722933, -0.782380], [-5.752530, -2.905376, -1.785990], [-0.537202, -4.877039, -0.600881], [0.254443, -7.172990, -0.308547], [-0.283538, -8.444727, 1.750182], [-1.617675, -7.382814, 3.540649], [-2.410158, -5.063553, 3.275044], [-2.540355, -1.401570, 3.403544], [-4.492178, -1.100826, 4.907047], [-6.538123, -2.446218, 4.550453], [-6.636377, -4.081901, 2.698723], [-4.691428, -4.390213, 1.220785], [1.692096, 3.236293, 1.488760], [1.282626, 4.535215, 1.679355], [1.509136, 5.504158, 0.692506], [1.145730, 6.821415, 0.906296], [0.548729, 7.218007, 2.098570], [0.311349, 6.256790, 3.073523], [0.672458, 4.936121, 2.873708], [1.225939, 2.544122, 2.057690], [1.811097, 2.940962, 0.525531], [1.942176, 5.192398, -0.250647], [1.318508, 7.549347, 0.121195], [0.254660, 8.248806, 2.253917], [-0.179659, 6.534633, 3.999415], [0.454814, 4.189442, 3.629182], [-3.762661, 2.554471, 0.848365], [-2.741474, 3.209159, 1.602276], [-3.265352, 4.281747, 2.381166], [-2.287484, 2.192338, 2.707126], [-1.636736, 3.573807, 0.800987], [-1.471129, 1.003056, 2.197815], [-0.951880, 0.733408, 3.127771], [-2.265360, 0.247927, 2.078273]], "forces_ev_per_angstrom": [[0.25, 0.43, 0.00], [-0.02, -0.01, 0.09], [0.04, 0.05, -0.06], [0.01, 0.01, -0.01], [-0.03, -0.11, 0.05], [-0.02, 0.02, 0.01], [0.01, 0.07, 0.05], [0.02, 0.04, 0.00], [0.15, -0.10, 0.00], [-0.35, 0.16, -0.01], [0.18, -0.10, -0.02], [-0.09, -0.16, 0.03], [0.02, 0.01, -0.01], [0.02, -0.01, -0.02], [-0.02, 0.02, -0.01], [-0.01, 0.02, 0.01], [0.02, 0.01, -0.02], [-0.01, -0.02, 0.02], [-0.07, -0.08, -0.11], [-0.10, -0.05, -0.08], [0.01, 0.10, -0.08], [0.01, -0.10, -0.02], [-0.14, -0.32, 0.13], [0.05, 0.11, -0.05], [0.01, 0.00, -0.02], [0.02, 0.00, 0.01], [-0.01, 0.03, 0.00], [-0.01, -0.01, 0.01], [-0.04, -0.01, -0.02], [0.07, 0.19, 0.01], [0.05, 0.02, 0.00], [-0.02, -0.02, 0.01], [0.01, -0.01, 0.01], [0.00, 0.00, 0.01], [0.01, -0.04, 0.00], [0.07, 0.06, 0.20], [0.03, 0.03, -0.08], [0.00, 0.01, 0.01], [-0.02, 0.03, 0.00], [0.02, -0.02, 0.00], [0.02, -0.03, -0.05], [0.07, 0.06, 0.04], [-0.01, -0.01, -0.02], [0.01, 0.01, -0.01], [-0.02, 0.01, -0.01], [-0.04, 0.04, -0.01], [0.02, -0.02, -0.04], [-0.06, 0.02, 0.02], [-0.10, -0.16, 0.02], [-0.01, -0.01, 0.02], [0.00, -0.01, 0.00], [0.00, 0.00, 0.00], [0.01, 0.00, 0.01], [0.00, 0.00, -0.01], [-0.02, 0.00, 0.00], [0.01, 0.01, 0.00], [0.00, 0.00, 0.00], [0.00, 0.00, -0.01], [-0.01, -0.01, 0.00], [-0.02, -0.03, 0.05], [0.00, -0.01, 0.00], [0.00, -0.01, -0.01], [0.00, 0.01, 0.00], [0.00, 0.00, 0.01], [0.00, -0.01, 0.01], [0.00, 0.00, 0.00], [0.00, 0.00, 0.00], [0.00, -0.01, 0.00], [0.00, 0.00, -0.02], [-0.02, -0.01, 0.07], [0.02, -0.03, -0.07], [-0.01, 0.02, 0.00], [0.00, -0.01, 0.01], [0.00, 0.02, -0.01], [0.00, 0.00, 0.00], [-0.02, 0.01, 0.02], [0.00, -0.02, -0.06], [-0.03, 0.03, -0.02], [0.00, 0.00, 0.00], [0.00, 0.00, 0.00], [0.00, 0.00, 0.00], [0.00, 0.00, 0.00], [0.00, 0.00, 0.00], [-0.08, -0.05, -0.04], [0.00, -0.06, 0.07], [0.03, -0.03, -0.04], [0.21, 0.11, 0.04], [0.03, 0.03, 0.03], [-0.23, -0.16, -0.02], [0.00, 0.10, 0.01], [0.09, 0.00, -0.03]], "lowdin_charge": [1.428, 0.128, -0.562, -0.401, -0.193, -0.129, 0.008, -0.297, -0.119, -0.662, -0.065, -0.273, 0.007, 0.033, 0.098, 0.099, 0.113, 0.105, -0.444, 0.729, -0.309, 0.725, -0.457, -0.267, -0.080, -0.081, -0.089, -0.079, -0.068, -0.260, -0.052, -0.065, -0.098, -0.098, -0.084, -0.247, -0.039, -0.068, -0.096, -0.095, -0.079, -0.284, -0.060, -0.068, -0.094, -0.092, -0.092, 0.085, 0.034, 0.095, 0.102, 0.096, 0.102, 0.118, 0.086, 0.110, 0.096, 0.095, 0.104, 0.091, 0.106, 0.095, 0.095, 0.103, 0.093, 0.106, 0.097, 0.099, 0.112, 0.119, -0.338, -0.042, -0.119, -0.143, -0.120, -0.054, 0.064, -0.025, 0.097, 0.089, 0.077, 0.090, 0.109, -0.307, 0.754, -0.306, -0.404, -0.274, -0.274, 0.002, -0.040], "total_charge": -2, "energy_ha": -8423.04437, "relative_energy_kcal_mol": 0.0, "homo_lumo_gap_ev": 4.9, "lumo_energy_ev": 3.62, "e_homo_ev": -1.3}